No. 1
An isolated molecule of C10H16N4O4, computed with the ωB97M-V functional and the def2-TZVPD basis.

Structure (XYZ):
```
34
Properties=species:S:1:pos:R:3:forces:R:3:lowdin_charge:R:1
C -3.50312 0.25284 0.76264 0.342 2.514 0.109 -0.032
C -2.66905 1.13479 -0.21944 -1.068 0.284 -1.137 -0.304
O -2.61538 2.59770 0.06678 0.305 -2.526 0.484 -0.035
C -1.27233 0.47216 -0.44339 -0.612 1.858 -0.928 -0.231
N -0.53148 0.88708 0.63227 2.658 2.480 3.465 0.079
C 0.27548 0.23383 1.58345 -0.270 2.163 -1.016 -0.399
O 1.03825 0.93238 2.24767 -0.670 -1.099 -0.220 0.053
C 0.20086 -1.27494 1.76649 -0.297 -1.164 1.653 -0.318
N -1.12564 -1.72262 2.38835 -0.450 -4.056 -0.597 -0.010
C 0.51292 -2.08316 0.52371 -0.087 -1.929 0.675 -0.149
C 1.63980 -1.59211 -0.24265 -0.938 1.448 -0.130 -0.345
C 2.88040 -2.06004 -0.10324 1.856 -0.515 0.554 -0.063
N 3.67779 -1.14987 -0.79660 0.386 0.016 -1.218 0.050
C 2.82154 -0.22219 -1.38346 -1.286 -0.037 1.093 -0.126
N 1.56216 -0.41825 -0.98653 2.155 -1.206 -0.489 0.136
C -0.63659 0.96379 -1.80617 0.706 1.336 0.268 -0.424
O -1.00651 0.58761 -2.86737 -0.144 -0.520 -0.584 0.120
O 0.25490 2.05415 -1.66591 -0.894 -0.984 1.145 0.041
H -2.98459 0.04983 1.68295 0.484 0.202 0.522 0.046
H -3.63182 -0.71507 0.33268 -0.732 -0.509 -0.594 0.068
H -4.41776 0.83975 1.01770 0.333 -0.959 -0.393 0.097
H -3.20710 1.17647 -1.16019 -0.049 -0.400 -0.288 0.135
H -2.50131 2.60159 1.02145 0.076 0.520 0.273 0.077
H -1.38740 -0.57811 -0.33608 -0.267 -0.829 -1.007 0.117
H -0.41503 1.95331 0.64306 0.197 -2.292 0.214 0.182
H 0.99525 -1.50698 2.51241 -0.497 0.484 -0.452 0.147
H -0.87892 -2.34712 3.28820 -0.774 1.811 -2.771 0.111
H -1.67429 -2.53985 1.64375 2.309 3.138 2.866 0.169
H -0.42294 -2.07582 -0.03913 0.309 -0.794 -0.328 0.098
H 0.90465 -3.13452 0.83027 -1.605 1.417 -0.292 0.153
H 3.26075 -2.88518 0.58493 -0.406 1.350 -1.437 0.152
H 4.60995 -1.39667 -1.15417 -0.739 0.529 0.413 0.154
H 3.04599 0.68073 -1.97268 0.583 -0.926 0.315 0.129
H 0.75529 2.37904 -2.43454 -0.914 -0.805 -0.165 0.118
```
Positions in Å, forces in eV/Å.

As for the spin multiplicity: 1. The relative energy (zero: lowest compared OMol25 entry of this formula, charge and spin) is 335.4 kJ/mol. The calculation puts the LUMO energy at 0.59 eV. The value obtained for the HOMO energy is -8.90 eV. For the molecular weight, the calculation gives 256.26 g/mol. Its net charge is 0.

No. 2
A structure of composition C10H16N7O6P2Pd, computed with the ωB97M-V functional and the def2-TZVPD basis.

Structure (XYZ):
```
42
Properties=species:S:1:pos:R:3:forces:R:3:lowdin_charge:R:1
Pd 0.35433 0.09247 -0.43011 -0.408 -0.281 0.080 0.311
N -0.49394 3.37774 0.22574 0.049 0.116 0.031 0.187
C -1.56570 2.86236 -0.36008 -0.018 -0.189 -0.039 -0.430
N -2.62638 3.65178 -0.60607 -0.007 0.019 0.026 0.159
C -3.67082 3.02286 -1.12680 0.031 -0.067 -0.049 -0.477
N -4.75653 3.79031 -1.44810 -0.074 0.059 -0.009 0.124
N -3.77083 1.71361 -1.39064 0.061 0.078 0.061 0.155
C -2.64471 1.03944 -1.13836 -0.036 -0.232 -0.061 -0.284
N -1.52296 1.54578 -0.67180 -0.059 0.071 0.017 0.126
C -2.64413 -0.43310 -1.41585 -0.052 0.266 0.051 -0.217
C -3.53909 -0.98993 -2.32094 0.105 -0.088 0.057 -0.028
C -3.46214 -2.35398 -2.55388 -0.051 0.044 -0.041 -0.085
C -2.51487 -3.09968 -1.86781 0.086 -0.029 0.049 -0.071
C -1.67678 -2.45577 -0.96916 -0.028 -0.001 -0.149 -0.127
N -1.73676 -1.14604 -0.74792 0.003 0.003 0.081 0.070
H -0.49600 4.36452 0.40777 0.018 -0.005 0.022 0.103
H 0.33680 2.79790 0.43404 -0.055 -0.009 -0.042 0.046
H -4.79984 4.69593 -1.01530 0.023 -0.001 0.007 0.084
H -5.62067 3.29464 -1.57681 0.009 -0.025 -0.002 0.084
H -4.25602 -0.35361 -2.81851 -0.008 -0.003 -0.015 0.098
H -4.12635 -2.82621 -3.26734 -0.003 -0.009 0.010 0.096
H -2.41299 -4.16600 -2.02200 -0.037 -0.001 -0.023 0.095
H -0.90849 -2.98916 -0.42286 -0.007 -0.013 0.005 0.107
N 4.20247 0.00189 0.94635 0.242 0.085 0.073 0.145
C 3.48631 0.00930 -0.39187 0.114 -0.092 -0.124 -0.508
C 4.53557 -0.07016 -1.49620 -0.060 -0.037 -0.036 -0.100
P 2.43945 -1.53610 -0.25959 0.179 -0.128 -0.525 0.255
O 3.70485 -2.61951 -0.42356 -0.048 -0.104 0.097 -0.215
O 1.59321 -1.79909 -1.47456 0.025 0.179 0.366 -0.367
O 2.07258 -1.64250 1.18182 -0.092 0.064 0.291 -0.358
P 2.77103 1.73868 -0.37764 -0.317 -0.237 0.137 0.241
O 2.05852 1.86432 -1.79979 0.426 0.298 -0.261 -0.194
O 3.99239 2.59071 -0.26800 0.018 0.029 -0.024 -0.342
O 1.75466 1.79910 0.73610 0.107 0.102 0.102 -0.378
H 4.94034 -0.70156 0.93873 -0.035 -0.029 0.057 0.146
H 3.49538 -0.27042 1.65043 -0.069 0.019 -0.089 0.127
H 4.58718 0.94531 1.09627 -0.038 -0.034 0.016 0.134
H 5.17236 -0.94627 -1.35929 0.038 0.034 -0.013 0.065
H 5.12438 0.84743 -1.52204 0.032 -0.022 -0.013 0.070
H 4.02728 -0.17940 -2.45385 -0.033 0.021 0.019 0.088
H 3.51360 -3.17137 -1.18909 0.035 0.107 -0.055 0.050
H 1.24930 1.26782 -1.74043 -0.063 0.042 -0.084 0.012
```
Positions in Å, forces in eV/Å.

As for the spin multiplicity: 1. The calculation puts the LUMO energy at 3.03 eV. The value obtained for the HOMO energy is -2.72 eV. For the molecular weight, the calculation gives 498.65 g/mol. Its net charge is -1.

No. 3
The ion C10H16NO with charge +1, computed with the ωB97M-V functional and the def2-TZVPD basis.

Structure (XYZ):
```
28
Properties=species:S:1:pos:R:3:forces:R:3:lowdin_charge:R:1
C 0.72234 3.03226 2.31506 -1.019 0.262 -0.673 -0.265
C 2.28675 0.38538 0.01945 -0.725 1.404 0.678 0.109
C -0.86314 -1.56966 -2.00087 0.474 -1.633 -1.333 -0.177
C -1.84969 -0.52825 -1.52724 1.002 0.861 -2.202 -0.194
C -0.09006 -2.25008 -0.84844 1.572 -1.443 -0.312 -0.175
C -1.09471 0.39304 -0.65292 2.521 1.744 -1.490 -0.189
C 0.55157 -1.38222 0.24696 0.007 1.160 -1.968 -0.088
C -0.31845 -0.16609 0.52576 -3.202 -0.657 2.725 -0.262
C -0.25783 2.28032 1.70809 -3.253 -2.921 -2.282 -0.097
C 0.43764 0.95912 1.24746 -0.324 -0.533 0.723 -0.254
N 1.60430 3.50869 2.80643 3.308 1.928 1.888 0.219
O 1.41642 1.33108 0.25309 1.344 -1.032 -0.095 -0.003
H 2.98745 0.57888 -0.77710 -0.185 -0.203 -0.561 0.152
H 2.60217 -0.18666 0.85303 0.575 -0.408 0.747 0.118
H -1.34318 -2.41322 -2.62973 0.687 1.390 1.016 0.150
H -0.06246 -1.12712 -2.65869 -0.843 -0.180 0.419 0.131
H -2.41304 0.04408 -2.34605 1.013 -0.942 1.051 0.163
H -2.53507 -0.98539 -0.93074 -2.439 -1.536 1.485 0.087
H -0.60502 -2.89068 -0.15329 -1.373 -0.630 -0.298 0.116
H 0.66668 -2.99474 -1.30972 -0.920 1.366 0.784 0.155
H -0.36408 0.97940 -1.33102 -0.960 -0.717 0.980 0.166
H -1.73101 1.10991 -0.22264 -0.991 1.122 0.345 0.099
H 0.98095 -2.00426 1.07368 -0.171 0.997 -0.631 0.165
H 1.45068 -0.87231 -0.44022 -0.073 -0.150 0.643 0.142
H -1.20398 -0.41866 1.33949 2.295 0.006 -1.690 0.233
H -0.81663 2.72464 0.82546 0.934 -0.076 1.169 0.159
H -1.02411 2.00355 2.46419 0.296 0.111 -0.463 0.159
H 0.86551 0.45898 2.15051 0.450 0.706 -0.654 0.179
```
Positions in Å, forces in eV/Å.

As for the spin multiplicity: 1. The relative energy (zero: lowest compared OMol25 entry of this formula, charge and spin) is 223.8 kJ/mol. The calculation puts the LUMO energy at -5.44 eV. The value obtained for the HOMO energy is -15.06 eV. For the molecular weight, the calculation gives 166.24 g/mol. Its net charge is +1.

No. 4
A structure of composition C10H16NP, computed with the ωB97M-V functional and the def2-TZVPD basis.

Structure (XYZ):
```
28
Properties=species:S:1:pos:R:3:forces:R:3:lowdin_charge:R:1
C 0.89334 -2.77077 -2.72148 0.373 -0.255 -2.891 -0.110
C 0.80098 -3.87388 -1.91398 -0.347 2.109 2.509 -0.058
C 1.07306 -1.52481 -2.21686 0.071 0.232 2.443 -0.124
C 0.81656 -3.61734 -0.50791 0.303 -0.970 -1.358 -0.126
C 1.06498 -1.40033 -0.83355 -0.630 -2.669 0.043 -0.230
C -1.27425 0.12923 0.84847 0.950 -0.887 1.391 -0.116
C -0.61479 2.59480 1.01542 -0.734 0.723 2.215 -0.170
C -1.22167 1.60047 -1.23323 2.652 1.590 -0.604 -0.122
C 1.80162 0.69796 1.65704 1.969 -0.258 -1.008 -0.342
C -0.52385 1.31806 0.17737 -0.871 -0.425 -1.516 -0.816
N 0.90270 -2.38978 0.02601 0.519 0.309 -1.133 0.069
P 1.27868 0.93383 -0.09494 0.096 1.267 0.574 0.984
H 0.93261 -2.80374 -3.84688 -0.301 -0.523 1.200 0.129
H 0.55961 -4.80802 -2.29251 0.023 -1.745 -0.509 0.077
H 1.23231 -0.66830 -2.78160 0.214 1.325 -1.186 0.067
H 0.85538 -4.49976 0.12928 -0.353 0.381 0.333 0.101
H -2.20279 0.52159 1.33937 0.586 -0.535 -0.570 0.084
H -1.46919 -0.77228 0.19133 0.009 1.385 0.455 0.078
H -0.60845 -0.31506 1.68031 -1.202 0.762 -0.998 0.073
H -1.74067 2.92126 1.24323 2.331 -0.422 -0.848 0.118
H 0.06929 3.43196 0.66836 -1.282 -0.828 -0.058 0.086
H -0.20119 2.38406 2.05528 -0.685 0.153 -1.145 0.066
H -0.44977 2.26054 -1.84071 -1.418 -1.098 1.015 0.085
H -1.42586 0.73878 -1.94087 -0.197 0.860 1.368 0.080
H -2.01580 2.32475 -0.98269 -0.314 -0.851 -0.678 0.060
H 1.47225 -0.28127 2.04676 0.097 0.704 0.184 0.036
H 1.52318 1.59879 2.11869 -1.270 0.605 1.397 -0.023
H 2.90316 0.85367 1.80113 -0.588 -0.937 -0.627 0.044
```
Positions in Å, forces in eV/Å.

As for the spin multiplicity: 3. The relative energy (zero: lowest compared OMol25 entry of this formula, charge and spin) is 0.0 kJ/mol. The calculation puts the LUMO energy (spin up / spin down) at 0.89 / -1.79 eV. The value obtained for the HOMO energy (spin up / spin down) is -5.38 / -8.86 eV. For the molecular weight, the calculation gives 181.22 g/mol. Its net charge is 0.

No. 5
The ion C10H16NS2 with charge +1, computed with the ωB97M-V functional and the def2-TZVPD basis.

Structure (XYZ):
```
29
Properties=species:S:1:pos:R:3:forces:R:3:lowdin_charge:R:1
C -2.40832 1.84305 0.86477 0.335 -0.515 -2.235 -0.054
C -2.22085 0.70815 1.71396 1.949 0.032 -1.330 -0.077
C -1.74797 1.85344 -0.30682 0.132 1.852 -1.778 -0.036
C -1.42390 -0.32655 1.46664 -0.426 1.534 -2.690 -0.050
C 0.66418 1.45968 -0.15329 -0.767 1.884 -0.698 -0.249
C -0.63386 0.87757 -0.70825 -1.037 -1.545 3.499 -0.241
C -0.95389 -0.51279 0.00753 -2.365 0.485 -0.484 -0.211
C 1.91154 0.70564 -0.54044 -0.525 -2.915 -0.114 -0.548
C 1.35724 -1.27563 0.31704 3.309 2.855 -1.415 -0.530
C 0.04709 -2.19634 -1.56785 -1.257 -2.257 0.094 0.020
N 0.01063 -1.60137 -0.17834 1.076 -2.192 1.612 -0.192
S 3.40143 1.33574 0.13965 0.665 -0.146 -0.663 0.802
S 1.60605 -1.13230 2.09469 0.713 0.343 -1.001 0.771
H -3.20484 2.49706 1.15572 0.006 0.691 -0.234 0.114
H -2.68181 0.81423 2.60355 -1.462 -0.248 3.063 0.085
H -1.79963 2.66234 -1.15259 -0.402 -1.212 2.101 0.158
H -1.51398 -1.10062 2.13301 0.486 -2.125 1.395 0.083
H 0.61269 2.54798 -0.51956 0.821 -1.345 0.350 0.150
H 0.46837 1.57597 0.94565 0.846 -0.401 -0.683 0.136
H -0.70618 0.81466 -1.74743 0.393 -0.443 -1.743 0.119
H -1.79802 -1.06053 -0.49350 -0.082 1.297 0.223 0.170
H 2.08589 0.20901 -1.55471 -0.719 1.399 1.225 0.102
H 2.20382 -1.75597 -0.24860 -1.367 -0.126 0.775 0.102
H 0.33673 -1.42626 -2.27640 0.773 -0.429 0.035 0.102
H 0.51728 -3.23295 -1.48752 0.666 1.967 -0.365 0.138
H -0.93602 -2.60354 -1.94964 0.282 1.231 1.006 0.123
H -0.29179 -2.37859 0.49822 0.028 1.037 -1.300 0.202
H 4.30230 1.12362 -0.91807 -1.103 -0.089 1.020 -0.061
H 2.79581 -0.42469 1.86259 -0.967 -0.619 0.338 -0.125
```
Positions in Å, forces in eV/Å.

As for the spin multiplicity: 1. The relative energy (zero: lowest compared OMol25 entry of this formula, charge and spin) is 427.1 kJ/mol. The calculation puts the LUMO energy at -3.02 eV. The value obtained for the HOMO energy is -11.52 eV. For the molecular weight, the calculation gives 214.38 g/mol. Its net charge is +1.

No. 6
A cluster of 2 separate species, C10H16O in total, computed with the ωB97M-V functional and the def2-TZVPD basis.

Structure (XYZ):
```
27
Properties=species:S:1:pos:R:3:forces:R:3:lowdin_charge:R:1
C -1.74698 -0.51720 3.11865 1.173 0.740 -0.582 -0.317
C -1.16276 0.84438 2.65757 -0.424 -0.797 -0.404 -0.119
C -1.96302 -1.47276 1.95443 -0.686 -0.263 0.242 -0.127
H -2.63962 -0.31259 3.69374 -0.324 -0.305 0.200 0.082
H -0.97771 -0.95541 3.76028 -0.301 -0.052 0.342 0.088
H -0.10624 0.75510 2.43017 0.317 0.040 0.348 0.069
H -1.55755 1.13426 1.68151 -0.423 0.254 0.209 0.059
H -2.97865 -1.41696 1.54201 0.245 0.383 -0.167 0.071
H -1.36886 1.58099 3.42619 0.235 0.406 -0.107 0.054
H -1.90128 -2.49598 2.31258 0.260 -0.310 -0.060 0.055
H -1.22490 -1.30240 1.17089 -0.070 -0.102 0.022 0.043
C 1.57664 -2.16402 -1.84491 0.478 -0.018 0.936 -0.104
C 0.07505 -0.26757 -1.15213 -0.275 -0.247 0.124 -0.144
C 1.32615 -0.70304 -1.56931 0.169 0.736 -0.443 -0.384
C -0.32045 1.11145 -1.27374 0.638 0.467 0.122 -0.107
C 2.28966 0.24047 -1.94282 -0.368 -0.680 -0.508 -0.141
C 0.64272 2.02439 -1.69242 -0.090 0.013 0.098 -0.411
C 1.93361 1.65092 -2.02057 0.635 -0.543 -0.068 -0.122
O 0.25675 3.36179 -1.74536 -0.046 0.311 -0.161 -0.029
H -0.62238 -0.97854 -0.74164 -0.256 -0.262 -0.156 0.046
H -1.30094 1.47872 -1.01639 -0.180 -0.059 0.032 0.068
H 1.11008 -2.47221 -2.77530 -0.137 -0.114 -0.124 0.060
H 1.21521 -2.79289 -1.01887 -0.215 0.015 -0.212 0.060
H 3.16034 -0.16870 -2.46538 0.008 0.427 0.186 0.062
H 2.70475 2.33584 -2.36402 -0.276 0.298 0.121 0.060
H 0.92869 3.86993 -2.22170 -0.069 -0.407 0.158 0.075
H 2.65169 -2.36800 -1.90347 -0.020 0.068 -0.146 0.054
```
Positions in Å, forces in eV/Å.

As for the spin multiplicity: 2. The relative energy (zero: lowest compared OMol25 entry of this formula, charge and spin) is 18.3 kJ/mol. The calculation puts the LUMO energy (spin up / spin down) at 3.64 / 3.62 eV. The value obtained for the HOMO energy (spin up / spin down) is 0.68 / -3.46 eV. For the molecular weight, the calculation gives 152.24 g/mol. Its net charge is -1.